Here is a structure of composition C55H68GaGeN2O2PS in a non-equilibrium geometry from OMol25. Energies are from ωB97M-V/def2-TZVPD.

Structure (XYZ):
```
131
Properties=species:S:1:pos:R:3:forces:R:3
Ga 0.420565 -0.156491 0.982856 -0.5252 0.7358 -1.0901
C -0.811646 -4.950166 -2.002214 -0.0716 -0.0463 0.2033
C -0.763564 -5.002563 -0.477869 0.5133 -0.2439 -0.3630
N -1.727402 -4.128226 0.157438 0.1343 0.2433 0.1908
C -3.061493 -4.664706 0.390598 -0.7289 0.0454 0.0741
C -4.074312 -4.174938 -0.640939 0.1434 -0.0485 0.0979
C -1.456118 -2.860253 0.465502 0.5510 0.0664 -0.0383
S 0.132233 -2.294494 -0.034320 0.3994 0.4632 0.0804
N -2.436846 -2.168645 1.025116 -0.6423 -0.1229 0.0740
C -2.370980 -0.964457 1.545234 0.7975 -0.2700 -0.1364
O -1.298400 -0.289456 1.716709 -0.7285 0.5197 0.2727
C -3.619557 -0.364991 2.037771 -0.1635 0.3180 0.2309
C -3.600359 0.957977 2.485944 0.1954 -0.1689 -0.0924
C -4.733690 1.519866 3.035975 -0.0824 0.0824 0.0366
C -5.894925 0.770820 3.145061 0.0342 -0.0576 -0.0772
C -5.924398 -0.537135 2.684115 -0.1313 0.0149 0.0398
C -4.796739 -1.106472 2.129912 0.2906 0.0113 -0.0664
H -0.016512 -5.570399 -2.406020 0.0724 -0.0699 -0.0886
H -0.664387 -3.930432 -2.347870 0.0150 0.1238 -0.0797
H -1.760108 -5.316878 -2.383104 -0.0952 -0.0423 -0.0753
H 0.235553 -4.705209 -0.156486 -0.1024 -0.1914 0.1089
H -0.949535 -6.020455 -0.129592 0.0120 0.1158 0.0491
H -3.390681 -4.361951 1.386408 0.1004 -0.1320 -0.0625
H -2.998619 -5.754062 0.357090 0.1244 0.1257 0.0731
H -4.136913 -3.090461 -0.611127 -0.0530 0.0604 -0.0119
H -5.053043 -4.590191 -0.416007 -0.1119 -0.0340 0.0001
H -3.792896 -4.484062 -1.643577 -0.0057 -0.0286 -0.1219
H -2.682377 1.523099 2.402752 0.0210 0.0215 0.0351
H -4.712790 2.536794 3.395533 0.0056 0.1123 0.0134
H -6.776965 1.203328 3.588668 -0.1201 0.0638 0.0623
H -6.826795 -1.119516 2.774852 -0.1338 -0.0660 -0.0010
H -4.799888 -2.128465 1.787923 -0.0169 -0.1262 -0.0334
C 0.073172 -0.382241 4.776113 0.2000 -0.1249 -0.7274
Ge 1.385978 -1.160996 3.475444 0.4419 -0.3183 1.4755
C 1.487126 -3.148182 3.829857 -0.1051 0.8779 -0.5372
C 1.598983 -3.579202 5.145220 0.0056 0.3190 0.0596
C 1.637190 -4.929705 5.439350 0.0080 -0.1520 0.1197
C 1.550721 -5.868049 4.423245 -0.0033 -0.0364 0.0477
C 1.447620 -5.448953 3.109250 0.0057 -0.1047 -0.0478
C 1.422259 -4.096204 2.819554 -0.0121 0.1444 -0.2679
C 3.142871 -0.271727 3.775228 -0.8460 -0.1986 -0.1874
C 3.247903 0.655416 4.780882 -0.2953 -0.2408 -0.0995
C 4.480234 1.250916 5.085869 0.3791 0.0828 -0.0222
C 5.599963 0.918243 4.373290 -0.1883 0.1375 0.2148
C 5.528744 -0.008781 3.313585 -0.3030 -0.1673 -0.1244
C 6.664451 -0.359364 2.554715 0.0818 -0.0717 -0.1519
C 6.563149 -1.218101 1.496586 0.1429 0.1440 0.1259
C 5.317292 -1.766106 1.150146 -0.2024 -0.0256 0.0034
C 4.206254 -1.466189 1.886556 -0.0918 -0.1768 -0.2258
C 4.274219 -0.594912 2.989942 0.3440 0.1583 0.1296
H 0.420699 -0.516329 5.798700 0.1512 -0.0773 0.0161
H -0.892416 -0.871685 4.669968 -0.0091 -0.0661 -0.0378
H -0.052698 0.678956 4.573267 0.0166 0.0718 0.0021
H 1.670313 -2.851503 5.941727 -0.0144 0.0072 0.1607
H 1.731743 -5.254594 6.465312 0.0043 -0.0070 0.0745
H 1.567166 -6.921443 4.655729 0.0181 -0.1107 0.0440
H 1.390022 -6.175747 2.309881 0.0139 -0.0343 -0.0354
H 1.350993 -3.769263 1.790297 0.0017 -0.0734 -0.0084
H 2.378295 0.927189 5.362758 -0.0606 0.0456 0.0436
H 4.534273 1.968765 5.890966 0.0433 0.0591 0.0482
H 6.553316 1.373209 4.601438 0.0804 0.0299 0.0518
H 7.617280 0.069455 2.830245 0.1052 0.0381 -0.0259
H 7.436505 -1.476165 0.918483 0.1084 -0.0167 -0.0462
H 5.247512 -2.425571 0.298782 -0.0388 -0.1022 -0.0704
H 3.240117 -1.892100 1.623672 0.0902 -0.0807 -0.0386
O 0.175503 0.655334 -0.930628 0.2678 -0.4282 1.1753
P -0.201257 1.021660 -2.353974 -0.0809 -0.1682 -0.0178
C 1.062955 2.303091 -2.837175 -0.2254 -0.4749 0.0012
C 1.340002 3.291438 -1.704473 -0.2596 -0.0664 0.4247
C 0.410086 4.496395 -1.720024 0.3156 0.1174 -0.0966
C 0.528751 5.229332 -3.050378 -0.3160 -0.0727 0.0390
C 0.145233 4.298365 -4.194017 0.1865 0.1065 0.0091
C 0.957549 3.004404 -4.190604 -0.1906 -0.0269 -0.2042
C -0.021204 -0.588972 -3.279713 -0.2708 0.4015 0.2353
C 1.367376 -1.212614 -3.087892 0.2454 0.2397 0.1689
C 2.364472 -0.902358 -4.199184 -0.0782 -0.2775 -0.0652
C 1.781975 -1.264683 -5.558907 0.0890 0.3520 0.0024
C 0.517707 -0.451427 -5.798327 -0.0348 -0.2297 -0.0462
C -0.525806 -0.719426 -4.717798 -0.0207 0.1887 -0.1704
C -1.995630 1.520468 -2.219372 0.6334 0.0551 -0.0466
C -2.673970 2.159929 -3.434794 -0.1867 0.2779 -0.0009
C -4.173312 1.868330 -3.436939 0.0773 -0.0946 -0.2507
C -4.429117 0.377621 -3.635947 -0.0626 0.0799 0.0494
C -3.542694 -0.478081 -2.714242 -0.0447 0.0181 0.0575
C -2.828744 0.358062 -1.654903 0.1314 -0.3763 0.1155
H 1.930356 1.625420 -2.875151 -0.1450 0.0100 -0.0105
H 2.367700 3.648458 -1.813800 0.0560 -0.0335 -0.0343
H 1.272434 2.777050 -0.744276 0.1392 0.0443 -0.0479
H 0.677984 5.162349 -0.896796 -0.1039 -0.0445 0.0529
H -0.623805 4.175657 -1.567329 -0.1090 0.0233 0.0627
H 1.554098 5.581945 -3.183259 0.0575 0.0439 0.0118
H -0.126312 6.101795 -3.057424 0.0714 0.0802 -0.0350
H 0.306155 4.801831 -5.149676 -0.0901 -0.0500 -0.0277
H -0.917248 4.073596 -4.124685 -0.0548 0.0094 -0.0373
H 1.976622 3.246627 -4.504632 0.0215 -0.0698 -0.0502
H 0.538582 2.326769 -4.935569 0.1207 0.0262 -0.1038
H -0.704324 -1.172899 -2.641908 0.0610 0.1539 -0.0362
H 1.241269 -2.298321 -3.043814 -0.0349 -0.0203 0.0515
H 1.777254 -0.901051 -2.121818 -0.0265 -0.1416 -0.0210
H 3.276616 -1.474160 -4.016975 0.0470 0.1033 0.0323
H 2.632025 0.156232 -4.199672 0.0679 0.0565 -0.0011
H 1.552724 -2.331872 -5.594459 0.0024 -0.0902 -0.0187
H 2.509806 -1.052224 -6.342548 0.0137 -0.0972 -0.0505
H 0.085997 -0.706700 -6.768071 -0.0141 0.1007 -0.0114
H 0.779694 0.606729 -5.826290 0.0146 0.0370 -0.0552
H -0.872217 -1.749933 -4.844579 -0.0850 0.0064 -0.0028
H -1.384614 -0.066330 -4.875686 -0.1389 -0.1276 -0.0379
H -1.912853 2.264391 -1.414450 0.0305 -0.0304 -0.1184
H -2.244575 1.792838 -4.367826 0.0186 0.0558 -0.1311
H -2.532360 3.240361 -3.407553 0.0978 -0.0722 -0.0684
H -4.653559 2.427863 -4.241262 -0.0174 0.0633 0.0775
H -4.612106 2.204817 -2.496418 -0.0430 0.0869 0.0235
H -4.224124 0.120624 -4.677105 -0.0623 0.0017 -0.0430
H -5.483750 0.167007 -3.456141 -0.0096 -0.0381 -0.0514
H -2.813506 -1.023738 -3.311563 0.0566 -0.0885 0.0044
H -4.155013 -1.224128 -2.203919 0.0930 -0.0664 -0.0221
H -2.187807 -0.289530 -1.051608 -0.0663 0.0013 0.0875
H -3.579557 0.767261 -0.975088 0.0693 0.0417 0.0457
C 1.005773 1.612484 1.604406 -0.0268 -0.7306 0.0187
C 1.162837 2.755076 1.977456 -0.0190 -0.8750 -0.2335
C 1.339387 4.115718 2.332103 -0.0102 0.4767 0.0960
C 2.555583 4.756751 2.092441 -0.0337 -0.1059 -0.0084
C 2.698130 6.097838 2.388705 0.0384 0.1538 0.0141
C 1.637426 6.812584 2.925737 0.0141 -0.0559 -0.0096
C 0.429332 6.177862 3.172010 -0.0288 0.1330 0.0450
C 0.276526 4.837329 2.879089 0.0393 -0.0537 -0.0248
H 3.376978 4.195815 1.671741 0.0523 -0.0596 -0.0294
H 3.639754 6.591707 2.196212 0.0506 0.0249 0.0009
H 1.752021 7.860399 3.152621 0.0191 0.1273 0.0279
H -0.397931 6.733531 3.590590 -0.0287 0.0229 0.0249
H -0.664938 4.341459 3.065145 -0.0494 -0.0605 -0.0027
```
Positions in Å, forces in eV/Å.

Values from the calculation:
Multiplicity ... 2
LUMO energy (alpha / beta) ... -0.0998 / -0.1553 Ha
HOMO-LUMO gap (alpha / beta) ... 7.16 / 5.88 eV
Energy ... -194227.1304 eV
Total charge ... +1
<S²> ... 0.7529
Highest occupied orbital energy (alpha / beta) ... -9.881 / -10.109 eV
Molar mass ... 994.53 u

These are the Löwdin partial charges, in e, on atoms 1 to 6: atom 1 (Ga): 0.236, atom 2 (C): -0.056, atom 3 (C): -0.246, atom 4 (N): -0.105, atom 5 (C): -0.182, atom 6 (C): -0.060